No. 1
The molecule C6H9NO5 at a distorted geometry. Source: the OMol25 dataset; level of theory: the ωB97M-V functional and the def2-TZVPD basis.

Computed properties:
charge: 0
structure (SMILES): C[C@@H](O)/C(N)=C(/O)C(=O)C(=O)O
Kohn-Sham gap (spin up / spin down): 8.103 / 8.102 eV
largest force on an atom: 5.8 eV/A
energy relative to the best compared isomer or geometry (same formula, charge and spin): 47.36 kcal/mol

Last column: Löwdin charge in e.
Element x y z (Å)
1 C -0.87 1.46 0.95  -0.174
2 C -0.02 1.20 -0.27  -0.212
3 C -1.33 0.56 2.20  -0.421
4 C 0.72 0.14 -0.69  -0.201
5 C -0.47 -2.06 -0.94  0.010
6 C 0.56 -1.28 -0.10  -0.292
7 N 1.58 0.14 -1.74  0.170
8 O 0.20 2.32 -1.01  0.034
9 O -2.11 1.26 3.04  0.109
10 O -1.11 -0.59 2.46  0.118
11 O -1.30 2.60 1.01  0.055
12 O 1.82 -1.84 -0.43  -0.035
13 H -1.45 -1.56 -0.94  0.101
14 H -0.58 -2.91 -0.36  0.058
15 H -0.18 -2.33 -1.92  0.075
16 H 0.33 -1.26 0.87  0.083
17 H -0.45 3.01 -1.02  0.106
18 H 2.15 -0.68 -1.77  0.096
19 H 1.95 1.07 -1.92  0.126
20 H -2.03 2.19 2.66  0.120
21 H 2.57 -1.43 -0.07  0.074

No. 2
The molecule C3H5ClFN at a distorted geometry. Source: the OMol25 dataset; level of theory: the ωB97M-V functional and the def2-TZVPD basis.

Computed properties:
charge: 0
structure (SMILES): NC/C(Cl)=C\F
Kohn-Sham gap: 10.394 eV
largest force on an atom: 7.2 eV/A
energy relative to the best compared isomer or geometry (same formula, charge and spin): 48.77 kcal/mol

Last column: Löwdin charge in e.
Element x y z (Å)
1 C 0.34 -0.72 0.29  -0.228
2 C -0.69 0.45 0.20  -0.749
3 C -1.47 0.47 -0.79  -0.190
4 H 2.17 0.85 -0.14  0.194
5 H 2.36 -0.71 0.53  -0.029
6 H 0.19 -1.40 1.06  0.082
7 H 0.29 -1.17 -0.72  0.109
8 H -2.22 1.23 -0.79  0.110
9 N 1.69 -0.04 0.57  -0.064
10 F -1.96 -0.36 -1.77  0.012
11 Cl -0.71 1.40 1.56  0.753

No. 3
A structure of composition C8H22CsN2O6S at a distorted geometry. Source: the OMol25 dataset; level of theory: the ωB97M-V functional and the def2-TZVPD basis.

Computed properties:
charge: -1
Kohn-Sham gap: 5.512 eV
largest force on an atom: 1.7 eV/A
energy relative to the best compared isomer or geometry (same formula, charge and spin): 2.55 kcal/mol

Last column: Löwdin charge in e.
Element x y z (Å)
1 Cs -0.35 2.71 1.31  1.016
2 S 2.32 1.60 -1.23  0.219
3 O 1.41 2.27 -2.20  -0.440
4 O 3.13 2.61 -0.52  -0.435
5 O 1.43 0.93 -0.19  -0.617
6 O 3.16 0.57 -1.87  -0.408
7 C -3.15 0.24 -2.35  -0.066
8 C -1.70 0.57 -2.65  -0.458
9 C -1.55 1.26 -4.00  -0.207
10 O -1.88 0.47 -5.12  -0.190
11 C -0.96 -0.58 -5.38  -0.113
12 N -1.15 1.47 -1.65  -0.009
13 H -3.26 -0.07 -1.31  0.066
14 H -3.55 -0.53 -3.02  0.071
15 H -3.77 1.13 -2.51  0.074
16 H -1.14 -0.38 -2.72  0.134
17 H -0.54 1.68 -4.07  0.125
18 H -2.22 2.13 -4.03  0.127
19 H 0.07 -0.21 -5.36  0.098
20 H -1.18 -0.97 -6.37  0.079
21 H -1.06 -1.38 -4.64  0.077
22 H -0.18 1.75 -1.91  0.004
23 H -0.97 0.91 -0.82  -0.003
24 C 1.01 -1.78 2.06  -0.055
25 C 1.11 -0.46 2.85  -0.460
26 C 1.19 -0.65 4.33  -0.218
27 O -0.08 -1.09 4.81  -0.193
28 C 0.00 -1.71 6.07  -0.127
29 N 2.28 0.29 2.33  0.037
30 H 1.93 -2.36 2.11  0.079
31 H 0.86 -1.53 1.01  0.076
32 H 0.14 -2.38 2.37  0.071
33 H 0.22 0.12 2.57  0.074
34 H 1.46 0.30 4.81  0.123
35 H 1.96 -1.39 4.57  0.126
36 H 0.27 -1.01 6.86  0.084
37 H 0.70 -2.56 6.04  0.085
38 H -0.98 -2.13 6.29  0.083
39 H 2.99 -0.42 2.18  0.070
40 H 2.04 0.56 1.35  0.000

No. 4
A structure of composition C8B2O18V at a distorted geometry. Source: the OMol25 dataset; level of theory: the ωB97M-V functional and the def2-TZVPD basis.

Computed properties:
charge: -1
Kohn-Sham gap: 1.845 eV
largest force on an atom: 7.1 eV/A
energy relative to the best compared isomer or geometry (same formula, charge and spin): 11.57 kcal/mol

Last column: Löwdin charge in e.
Element x y z (Å)
1 O 4.25 3.82 -1.65  -0.170
2 V 5.49 3.04 -1.03  1.344
3 O 6.92 3.63 -1.16  -0.209
4 O -4.05 -0.77 -4.96  0.046
5 C -3.03 -0.79 -4.17  -0.235
6 O -1.69 -0.94 -4.56  0.168
7 B -0.92 -1.19 -3.30  -0.762
8 O -1.96 -1.13 -2.19  0.240
9 C -3.09 -0.82 -2.60  -0.415
10 O -4.20 -0.68 -1.99  0.068
11 O 0.10 -0.16 -2.99  0.192
12 C 1.25 -0.81 -2.60  -0.322
13 O 2.30 -0.26 -2.33  0.082
14 C 1.03 -2.37 -2.81  -0.414
15 O -0.20 -2.53 -3.27  0.214
16 O 1.86 -3.18 -2.58  0.150
17 O -3.68 0.90 3.31  0.113
18 C -2.53 0.48 3.30  -0.434
19 O -1.48 1.18 3.38  0.241
20 B -0.28 0.27 3.31  -0.792
21 O -0.84 -1.05 2.99  0.246
22 C -2.14 -0.99 2.95  -0.372
23 O -2.95 -1.83 2.57  0.129
24 O 0.45 0.33 4.58  0.246
25 C 1.62 0.88 4.51  -0.358
26 O 2.42 1.20 5.43  0.077
27 C 1.80 1.20 3.00  -0.314
28 O 0.72 0.82 2.34  0.229
29 O 2.84 1.75 2.49  0.010

- What is the charge in the third record?
  -1

- Look up the energy relative to the best compared isomer or geometry (same formula, charge and spin) of the third one.
  2.55 kcal/mol

- charge of number 1 (C6H9NO5)?
  0